The following is a quantum chemistry calculation of a molecular structure, C27H30F5N5O5SSeTeW, from OMol25.

Positions of all 76 atoms, in Å:
W: -0.091 -0.720 -0.427
C: -0.940 -1.277 3.529
C: -2.324 -0.825 3.038
C: -2.525 -1.016 1.537
N: -1.781 -0.050 0.717
C: -2.307 1.146 0.514
C: -3.587 1.517 0.972
C: -4.248 2.736 0.979
C: -3.819 4.001 0.625
C: -2.566 4.294 0.096
C: -1.560 3.449 -0.306
C: -1.474 2.026 -0.324
N: -0.552 1.392 -1.001
C: 0.270 2.162 -1.934
C: 0.995 1.291 -2.950
C: 2.207 0.600 -2.341
N: 1.825 0.228 -0.999
C: 2.605 -0.683 -0.260
C: 4.006 -0.950 -0.686
C: 5.178 -0.776 -0.064
C: 5.474 -0.314 1.266
C: 4.575 -0.028 2.225
C: 3.144 -0.058 2.200
C: 2.277 -0.335 1.188
N: 0.911 -0.210 1.310
C: 0.422 0.599 2.425
C: 0.091 -0.170 3.701
H: -0.545 -2.031 2.849
H: -1.044 -1.798 4.482
H: -2.522 0.217 3.325
H: -3.085 -1.437 3.528
H: -3.581 -0.984 1.265
H: -2.195 -2.015 1.274
H: -4.170 0.710 1.386
H: -5.261 2.681 1.367
H: -4.501 4.826 0.789
H: -2.351 5.349 -0.049
H: -0.685 3.945 -0.701
H: 1.012 2.745 -1.373
H: -0.386 2.863 -2.458
H: 1.292 1.916 -3.797
H: 0.314 0.526 -3.328
H: 3.058 1.297 -2.305
H: 2.498 -0.233 -2.990
H: 4.054 -1.340 -1.693
H: 6.050 -1.045 -0.654
H: 6.525 -0.226 1.518
H: 4.985 0.276 3.184
H: 2.698 0.184 3.153
H: -0.466 1.139 2.109
H: 1.176 1.363 2.638
H: -0.279 0.564 4.430
H: 0.998 -0.611 4.123
O: 1.224 -3.998 -1.363
S: 1.557 -2.720 -1.869
O: 2.680 -2.678 -2.760
O: 1.791 -1.970 -0.379
O: 0.534 -1.716 -2.356
Se: -2.482 -1.023 -2.170
C: -3.157 0.640 -2.805
C: -4.426 1.080 -2.410
C: -4.928 2.278 -2.886
N: -4.276 3.092 -3.720
C: -3.070 2.670 -4.102
C: -2.486 1.483 -3.693
H: -5.004 0.487 -1.713
H: -5.913 2.612 -2.569
H: -2.535 3.323 -4.788
H: -1.521 1.201 -4.087
F: 0.663 -4.287 3.516
Te: 0.094 -4.647 1.638
F: 0.119 -6.441 2.223
F: 2.020 -5.043 1.329
F: -0.876 -5.502 0.151
F: -1.707 -4.535 2.490
O: -0.719 -2.263 -0.057

- Total charge: -2
- DFT total energy: -5331.0561 hartree
- F_max: 1.7 eV/Å
- Spin multiplicity: 1
- Frontier orbital gap: 6.40 eV
- Highest occupied orbital energy: -2.7 eV
- Energy above the lowest of the compared OMol25 structures with the same formula, charge and spin: 48.8 kcal/mol

The following is a quantum chemistry calculation of a molecular structure, C27H30InN6O3P, from OMol25.

Positions of all 68 atoms, in Å:
In: 0.311 1.208 -1.875
N: -2.412 2.619 -4.935
C: -1.733 1.870 -5.876
C: -0.652 1.358 -5.234
N: -0.663 1.793 -3.920
C: -1.735 2.540 -3.779
C: -2.040 3.133 -2.481
N: -1.217 2.955 -1.469
C: -1.789 3.594 -0.381
C: -2.958 4.166 -0.765
N: -3.103 3.862 -2.104
H: -3.251 3.146 -5.117
H: -2.070 1.786 -6.895
H: 0.134 0.740 -5.632
H: -1.316 3.622 0.587
H: -3.681 4.758 -0.229
H: -3.876 4.154 -2.680
C: -0.257 -5.009 -1.144
C: -0.696 -4.657 0.275
C: -1.236 -3.224 0.427
C: -1.715 -2.959 1.882
C: -2.231 -1.547 2.145
C: -2.493 -3.086 -0.437
O: -3.378 -3.892 -0.415
N: -2.621 -1.924 -1.210
C: -1.658 -0.979 -1.295
O: -1.829 0.102 -1.871
N: -0.402 -1.216 -0.756
C: -0.195 -2.218 0.009
O: 1.096 -2.407 0.327
H: 0.066 -6.048 -1.196
H: 0.583 -4.392 -1.479
H: -1.077 -4.898 -1.859
H: 0.134 -4.775 0.973
H: -1.493 -5.321 0.607
H: -0.900 -3.208 2.557
H: -2.503 -3.692 2.053
H: -1.481 -0.783 1.918
H: -2.501 -1.432 3.195
H: -3.131 -1.326 1.563
H: -3.497 -1.779 -1.695
C: 3.244 -0.131 -0.616
P: 1.967 0.626 0.416
C: 1.644 -0.445 1.742
C: 1.803 -1.944 1.538
C: 1.533 -2.771 2.748
C: 1.190 -2.221 3.918
C: 0.969 -0.799 4.033
C: 1.168 0.044 2.967
C: 2.536 2.202 1.052
C: 2.023 3.391 0.533
C: 2.514 4.613 0.968
C: 3.515 4.651 1.927
C: 4.029 3.471 2.455
C: 3.543 2.249 2.022
H: 4.094 -0.441 -0.005
H: 3.571 0.625 -1.327
H: 2.835 -0.983 -1.157
H: 2.829 -2.155 1.231
H: 1.697 -3.839 2.652
H: 1.065 -2.845 4.794
H: 0.658 -0.389 4.985
H: 1.011 1.109 3.094
H: 1.242 3.370 -0.218
H: 2.118 5.534 0.558
H: 3.900 5.604 2.267
H: 4.813 3.505 3.200
H: 3.953 1.334 2.433

- Total charge: +2
- DFT total energy: -2132.1527 hartree
- F_max: 0.6 eV/Å
- Spin multiplicity: 1
- Frontier orbital gap (alpha / beta): 5.99 / 6.12 eV
- Highest occupied orbital energy (alpha / beta): -12.6 / -13.0 eV
- Energy above the lowest of the compared OMol25 structures with the same formula, charge and spin: 22.5 kcal/mol

The following is a quantum chemistry calculation of 2 unconnected molecules or ions with the total composition C27H30N3O, from OMol25.

Positions of all 61 atoms, in Å:
C: -3.385 -5.419 2.984
O: -2.408 -5.647 1.944
C: -1.496 -4.671 1.695
C: -1.346 -3.498 2.483
C: -0.391 -2.562 2.129
C: 0.349 -2.665 0.927
C: 1.180 -1.603 0.452
C: 1.930 -0.750 1.247
C: 2.992 0.137 0.756
C: 3.641 0.247 -0.465
C: 4.812 1.027 -0.535
C: 5.316 1.699 0.591
C: 4.670 1.582 1.831
C: 3.522 0.807 1.877
N: 2.845 0.338 3.015
C: 3.118 0.681 4.398
C: 1.930 -0.595 2.659
C: 0.141 -3.828 0.127
C: -0.693 -4.840 0.537
H: -3.897 -6.376 3.079
H: -2.902 -5.148 3.933
H: -4.103 -4.645 2.678
H: -2.005 -3.311 3.337
H: -0.274 -1.670 2.742
H: 1.312 -1.508 -0.625
H: 3.231 -0.280 -1.326
H: 5.335 1.111 -1.487
H: 6.218 2.308 0.514
H: 5.040 2.035 2.746
H: 3.895 1.446 4.428
H: 2.207 1.052 4.892
H: 3.460 -0.206 4.953
H: 1.395 -1.144 3.428
H: 0.682 -3.906 -0.821
H: -0.813 -5.761 -0.032
C: -3.835 2.788 -3.157
N: -2.423 2.674 -3.394
C: -1.949 3.303 -4.606
C: -0.426 3.395 -4.439
C: -0.146 3.204 -2.937
C: -1.509 2.858 -2.280
C: -1.507 1.659 -1.346
C: -2.286 0.520 -1.574
C: -2.351 -0.453 -0.573
C: -1.704 -0.187 0.643
N: -0.773 0.752 0.763
C: -0.687 1.675 -0.189
H: -4.122 2.320 -2.208
H: -4.182 3.839 -3.141
H: -4.380 2.287 -3.972
H: -2.249 2.699 -5.478
H: -2.394 4.310 -4.734
H: 0.034 2.580 -5.007
H: -0.046 4.346 -4.820
H: 0.593 2.415 -2.766
H: 0.231 4.123 -2.476
H: -1.825 3.743 -1.674
H: -2.816 0.421 -2.522
H: -2.866 -1.402 -0.685
H: -1.911 -0.805 1.515
H: 0.020 2.497 -0.034

- Total charge: +1
- DFT total energy: -1286.0926 hartree
- F_max: 2.1 eV/Å
- Spin multiplicity: 1
- Frontier orbital gap: 5.56 eV
- Highest occupied orbital energy: -10.2 eV
- Energy above the lowest of the compared OMol25 structures with the same formula, charge and spin: 29.3 kcal/mol

The following is a quantum chemistry calculation of a single C27H30N4O4 molecule, from OMol25.

Positions of all 65 atoms, in Å:
C: -4.077 -0.148 -2.755
C: -3.156 0.720 -1.950
C: -3.423 2.077 -1.831
C: -2.574 2.913 -1.128
C: -1.445 2.391 -0.528
C: -1.185 1.027 -0.607
C: -2.030 0.175 -1.323
C: -1.736 -1.291 -1.424
H: -1.159 -1.628 -0.569
H: -1.167 -1.508 -2.329
H: -2.656 -1.868 -1.460
N: -0.005 0.531 0.009
C: 0.338 0.763 1.298
O: 1.479 0.615 1.697
C: -0.752 1.169 2.295
N: -2.100 0.804 1.950
C: -2.442 -0.492 1.758
O: -1.684 -1.421 1.966
C: -3.816 -0.672 1.266
C: -4.496 -1.820 0.951
C: -5.764 -1.410 0.485
C: -5.763 -0.049 0.548
O: -4.596 0.408 1.019
H: -6.508 0.679 0.295
H: -6.563 -2.039 0.150
H: -4.122 -2.818 1.048
H: -2.743 1.521 1.654
H: -0.694 2.248 2.445
H: -0.473 0.678 3.235
C: 1.090 0.156 -0.883
C: 1.548 -1.267 -0.733
C: 1.206 -2.092 0.334
C: 1.720 -3.379 0.375
C: 2.557 -3.798 -0.646
N: 2.877 -3.028 -1.675
C: 2.383 -1.807 -1.715
H: 2.668 -1.216 -2.577
H: 2.988 -4.790 -0.654
H: 1.468 -4.040 1.189
H: 0.543 -1.757 1.117
H: 0.736 0.315 -1.908
C: 2.214 1.218 -0.667
O: 1.934 2.395 -0.766
N: 3.443 0.737 -0.458
H: 3.542 -0.238 -0.224
C: 4.554 1.579 -0.064
C: 4.834 1.427 1.434
C: 5.690 0.157 1.550
C: 6.262 -0.114 0.144
H: 7.344 -0.230 0.163
H: 5.843 -1.033 -0.268
C: 5.845 1.086 -0.713
H: 6.595 1.875 -0.655
H: 5.702 0.821 -1.760
H: 5.083 -0.683 1.885
H: 6.487 0.294 2.281
H: 5.386 2.298 1.787
H: 3.904 1.352 1.995
H: 4.287 2.600 -0.344
H: -0.739 3.030 -0.019
H: -2.781 3.970 -1.064
H: -4.300 2.487 -2.310
H: -4.570 -0.885 -2.122
H: -4.843 0.455 -3.235
H: -3.523 -0.683 -3.525

- SMILES string: Cc1cccc(N(C(=O)CNC(=O)c2ccco2)[C@@H](C(=O)NC2CCCC2)c2cccnc2)c1C
- Total charge: 0
- DFT total energy: -1566.9159 hartree
- F_max: 1.3 eV/Å
- Spin multiplicity: 1
- Frontier orbital gap: 9.34 eV
- Highest occupied orbital energy: -8.8 eV
- Energy above the lowest of the compared OMol25 structures with the same formula, charge and spin: 26.6 kcal/mol

The following is a quantum chemistry calculation of a single C27H30N4O6 molecule, from OMol25.

Positions of all 67 atoms, in Å:
C: 7.147 2.534 0.342
C: 7.214 1.024 0.218
H: 7.807 0.720 -0.653
H: 7.664 0.569 1.107
O: 5.886 0.525 0.067
C: 5.765 -0.803 -0.057
O: 6.711 -1.556 -0.044
C: 4.358 -1.235 -0.211
C: 3.300 -0.331 -0.222
C: 2.001 -0.772 -0.369
C: 1.738 -2.135 -0.506
C: 2.800 -3.044 -0.496
C: 4.094 -2.598 -0.351
H: 4.924 -3.288 -0.341
H: 2.596 -4.100 -0.601
N: 0.454 -2.644 -0.639
C: -0.734 -1.992 -0.663
O: -0.866 -0.775 -0.640
C: -1.859 -2.937 -0.733
C: -3.226 -2.752 -0.575
N: -3.772 -3.993 -0.725
C: -2.769 -4.859 -0.969
N: -1.611 -4.261 -0.975
H: -2.912 -5.908 -1.136
H: -4.763 -4.162 -0.630
C: -4.118 -1.648 -0.142
O: -5.278 -1.891 0.156
N: -3.532 -0.447 -0.097
C: -4.095 0.678 0.602
C: -3.806 0.573 2.123
C: -2.378 0.156 2.339
C: -2.055 -1.188 2.477
C: -0.735 -1.591 2.579
C: 0.281 -0.652 2.545
C: -0.032 0.691 2.421
C: -1.352 1.092 2.319
H: -1.594 2.140 2.222
H: 0.758 1.427 2.399
H: 1.313 -0.966 2.612
H: -0.499 -2.641 2.680
H: -2.845 -1.926 2.502
H: -4.482 -0.169 2.551
H: -4.007 1.546 2.573
H: -5.181 0.689 0.448
C: -3.512 1.988 0.066
O: -3.707 3.051 0.601
O: -2.793 1.768 -1.015
C: -2.005 2.805 -1.655
C: -1.303 2.063 -2.792
H: -0.765 1.211 -2.385
H: -2.035 1.697 -3.507
H: -0.607 2.723 -3.301
C: -2.913 3.910 -2.188
H: -3.666 3.488 -2.851
H: -2.321 4.632 -2.743
H: -3.413 4.417 -1.368
C: -0.981 3.354 -0.664
H: -0.405 2.532 -0.243
H: -0.307 4.038 -1.173
H: -1.480 3.887 0.141
H: -2.540 -0.375 -0.343
H: 0.364 -3.653 -0.722
H: 1.183 -0.072 -0.372
H: 3.502 0.723 -0.113
H: 8.149 2.936 0.458
H: 6.551 2.813 1.207
H: 6.692 2.963 -0.546

- SMILES string: CCOC(=O)c1ccc(NC(=O)c2nc[nH]c2C(=O)N[C@@H](Cc2ccccc2)C(=O)OC(C)(C)C)cc1
- Total charge: 0
- DFT total energy: -1717.4773 hartree
- F_max: 1.0 eV/Å
- Spin multiplicity: 1
- Frontier orbital gap: 8.77 eV
- Highest occupied orbital energy: -8.7 eV
- Energy above the lowest of the compared OMol25 structures with the same formula, charge and spin: 20.9 kcal/mol

The following is a quantum chemistry calculation of a molecular structure, C27H31AgAsN3OS5, from OMol25.

Positions of all 69 atoms, in Å:
Ag: 0.097 -2.053 -0.364
O: 0.183 0.046 0.720
As: -0.386 1.516 0.210
C: 0.724 2.900 0.946
C: 1.105 2.782 2.282
C: 1.939 3.731 2.851
C: 2.405 4.792 2.087
C: 2.044 4.901 0.755
C: 1.206 3.953 0.180
C: -0.390 1.742 -1.686
C: -1.024 2.825 -2.287
C: -0.989 2.958 -3.666
C: -0.325 2.014 -4.439
C: 0.309 0.939 -3.837
C: 0.282 0.803 -2.456
C: -2.179 1.769 0.827
C: -2.402 1.850 2.200
C: -3.695 1.952 2.685
C: -4.768 1.966 1.805
C: -4.549 1.868 0.441
C: -3.255 1.761 -0.052
H: 0.776 1.935 2.874
H: 2.231 3.640 3.889
H: 3.059 5.531 2.532
H: 2.418 5.720 0.155
H: 0.939 4.041 -0.866
H: -1.550 3.561 -1.691
H: -1.485 3.794 -4.139
H: -0.309 2.116 -5.515
H: 0.811 0.194 -4.438
H: 0.769 -0.047 -1.983
H: -1.575 1.822 2.901
H: -3.867 2.017 3.751
H: -5.777 2.042 2.186
H: -5.386 1.862 -0.244
H: -3.095 1.647 -1.118
C: 3.472 -0.736 2.343
N: 2.765 -1.956 2.013
C: 1.502 -2.140 2.700
C: 2.981 -2.587 0.823
N: 1.985 -3.032 0.124
N: 4.302 -2.687 0.438
C: 5.300 -3.093 1.411
C: 4.587 -3.112 -0.915
H: 2.791 0.119 2.273
H: 4.292 -0.584 1.644
H: 3.877 -0.777 3.359
H: 1.687 -2.068 3.773
H: 1.111 -3.131 2.478
H: 0.767 -1.388 2.400
H: 2.263 -3.680 -0.603
H: 4.982 -2.816 2.410
H: 6.251 -2.605 1.196
H: 5.454 -4.177 1.383
H: 4.494 -4.198 -1.042
H: 5.610 -2.832 -1.163
H: 3.916 -2.618 -1.616
C: -5.125 -0.873 -2.348
S: -4.838 -1.605 -0.727
C: -4.020 -3.063 -1.239
C: -2.765 -3.139 -1.723
S: -1.660 -1.820 -2.000
S: -2.254 -4.743 -2.167
C: -3.678 -5.615 -1.717
S: -3.845 -7.247 -1.870
S: -4.912 -4.563 -1.138
H: -5.701 0.035 -2.185
H: -5.704 -1.537 -2.984
H: -4.177 -0.621 -2.824

- Total charge: 0
- DFT total energy: -5660.6297 hartree
- F_max: 0.5 eV/Å
- Spin multiplicity: 1
- Frontier orbital gap: 7.12 eV
- Highest occupied orbital energy: -6.8 eV
- Energy above the lowest of the compared OMol25 structures with the same formula, charge and spin: 16.8 kcal/mol

The following is a quantum chemistry calculation of a molecular structure, C27H31Cl2KN5S5, from OMol25.

Positions of all 71 atoms, in Å:
K: -0.696 -0.135 0.052
C: -3.240 -4.128 -3.836
S: -4.313 -3.631 -2.461
C: -3.496 -2.099 -1.948
S: -2.564 -1.214 -3.010
N: -3.889 -1.754 -0.771
N: -3.249 -1.184 0.185
C: -3.860 -0.485 1.087
C: -3.194 -0.145 2.300
C: -3.890 0.531 3.321
C: -3.251 0.803 4.507
C: -1.925 0.413 4.660
C: -1.308 -0.221 3.591
N: -1.907 -0.499 2.453
H: -3.836 -4.695 -4.544
H: -2.425 -4.738 -3.453
H: -2.853 -3.213 -4.286
H: -4.913 -0.209 0.989
H: -4.911 0.839 3.151
H: -3.772 1.328 5.296
H: -1.390 0.592 5.581
H: -0.270 -0.527 3.653
C: -0.677 3.685 -1.423
C: 0.724 3.789 -0.878
S: 1.249 2.224 0.222
C: 2.833 1.995 -0.647
C: 2.777 1.685 -2.131
S: 1.725 0.242 -2.508
C: 0.716 0.827 -3.906
C: -0.062 2.109 -3.686
S: -1.125 2.095 -2.207
H: -1.412 3.766 -0.622
H: -0.886 4.466 -2.163
H: 1.452 3.970 -1.664
H: 0.768 4.616 -0.168
H: 3.427 2.900 -0.498
H: 3.309 1.168 -0.125
H: 2.394 2.520 -2.711
H: 3.788 1.454 -2.481
H: 1.375 0.941 -4.772
H: 0.037 -0.008 -4.084
H: 0.603 2.963 -3.580
H: -0.709 2.271 -4.551
C: 1.790 -4.898 -2.605
C: 0.794 -3.949 -2.789
C: 0.674 -2.879 -1.926
C: 1.581 -2.719 -0.874
C: 2.612 -3.659 -0.728
C: 2.703 -4.742 -1.573
N: 1.394 -1.702 0.036
N: 2.423 -1.370 0.706
C: 2.352 -0.501 1.747
C: 2.945 -0.989 2.928
C: 3.065 -0.212 4.059
C: 2.610 1.096 4.045
C: 2.039 1.585 2.881
C: 1.912 0.839 1.723
H: 1.852 -5.753 -3.262
H: 0.106 -4.044 -3.619
H: -0.112 -2.155 -2.079
H: 3.317 -3.516 0.080
H: 3.489 -5.473 -1.437
H: 3.294 -2.013 2.940
H: 3.518 -0.632 4.949
H: 2.734 1.732 4.914
H: 1.718 2.621 2.838
Cl: -1.806 2.609 1.815
C: -1.205 3.559 3.172
Cl: -0.477 5.066 2.608
H: -0.438 2.980 3.686
H: -2.038 3.815 3.829

- Total charge: -1
- DFT total energy: -4832.4210 hartree
- F_max: 4.0 eV/Å
- Spin multiplicity: 1
- Frontier orbital gap: 5.47 eV
- Highest occupied orbital energy: -3.3 eV
- Energy above the lowest of the compared OMol25 structures with the same formula, charge and spin: 41.1 kcal/mol